[1]
ORCA calculation (the ωB97M-V functional and the def2-TZVPD basis) on a cluster of 3 separate species, C4H17N2O2 in total in a non-equilibrium geometry.

Computed properties:
* multiplicity: 1
* total charge: +1
* relative energy (zero: lowest compared OMol25 entry of this formula, charge and spin): 86.0 kcal per mole
* HOMO: -0.4650 Ha

Positions of all 25 atoms, in Å:
C  -1.21723  1.33410  0.00311
C  -0.37213  2.19388  -0.92039
C  0.25347  1.22263  -1.98105
C  1.93126  -0.62652  -1.25733
N  1.62823  0.77747  -1.42083
N  -0.27589  0.42785  0.86526
H  -1.90443  0.76778  -0.59516
H  -1.86134  1.92609  0.62596
H  -0.81548  3.05108  -1.26844
H  0.38422  2.78108  -0.25397
H  0.34698  1.50664  -2.94652
H  -0.26110  0.18809  -2.10508
H  1.39178  -1.10312  -0.30097
H  2.97313  -0.84459  -0.98227
H  1.76729  -1.25803  -2.04150
H  2.44448  1.17138  -2.04011
H  0.67949  0.23337  0.42191
H  -0.02541  0.85731  1.82578
H  -0.81856  -0.44775  1.15837
H  -1.18879  -1.85126  2.66790
H  -2.38491  -2.08851  1.81555
O  -1.94079  -1.55511  2.29044
H  0.77881  -3.10698  1.85269
H  -0.55267  -3.04009  1.26573
O  0.19178  -2.43541  1.42494

[2]
ORCA calculation (the ωB97M-V functional and the def2-TZVPD basis) on a cluster of 3 separate species, C4H17N2O2 in total in a non-equilibrium geometry.

Computed properties:
* multiplicity: 1
* total charge: +1
* relative energy (zero: lowest compared OMol25 entry of this formula, charge and spin): 44.1 kcal per mole
* HOMO: -0.4322 Ha

Positions of all 25 atoms, in Å:
C  0.71721  -0.61304  0.83019
C  1.07607  -1.50083  -0.37270
C  0.34223  -1.10044  -1.64368
C  -1.11704  -1.70956  -1.70081
N  -1.10620  -3.12758  -1.45190
N  1.94327  0.24586  1.16873
H  -0.25565  -0.13348  0.64240
H  0.46502  -1.14060  1.74651
H  0.70132  -2.49275  -0.08900
H  2.14780  -1.71899  -0.52523
H  0.46320  -0.01793  -1.79673
H  0.80105  -1.60758  -2.50988
H  -1.40947  -1.49086  -2.72005
H  -1.59923  -1.10225  -0.92528
H  -0.27576  -3.66479  -1.33529
H  -1.99875  -3.48693  -1.74880
H  2.68260  -0.09120  0.55415
H  2.25749  -0.03223  2.09389
H  1.83734  1.25648  0.98198
H  0.75119  3.56613  2.22588
H  -0.37048  2.95001  1.54368
O  0.57474  2.79591  1.67352
H  -1.98801  4.49564  0.80428
H  -3.10569  3.46154  0.99333
O  -2.18992  3.56594  0.74624

[3]
ORCA calculation (the ωB97M-V functional and the def2-TZVPD basis) on a cluster of 4 separate species, C4H17N2O3 in total in a non-equilibrium geometry.

Computed properties:
* multiplicity: 2
* total charge: +2
* relative energy (zero: lowest compared OMol25 entry of this formula, charge and spin): 0.0 kcal per mole
* HOMO (spin up / spin down): -0.6773 / -0.6819 Ha

Positions of all 26 atoms, in Å:
C  -0.32471  1.33924  -0.51620
C  -0.90223  1.72958  0.79391
C  -0.10053  0.98569  1.92513
C  1.26630  0.82810  2.00630
N  1.84422  0.21354  3.10116
N  -0.10370  -0.11563  -0.72142
H  0.72407  1.88173  -0.44326
H  -0.87203  1.96867  -1.36571
H  -0.78119  2.73714  1.07139
H  -1.94832  1.44230  0.82668
H  -0.85957  0.67169  2.58690
H  1.95158  1.37211  1.36299
H  1.22057  -0.38884  3.65829
H  2.77501  0.02013  3.02136
H  -0.76854  -0.53692  0.03047
H  -0.58988  -0.43091  -1.55526
H  0.96703  -0.36936  -0.69403
H  -3.13027  -1.99209  0.70633
H  -1.98386  -2.77105  0.24336
O  -2.37254  -1.89486  0.08717
H  -0.61203  -0.83323  -3.83614
H  -1.85520  -1.31495  -3.61607
O  -1.03890  -1.10519  -3.07682
H  2.03286  -1.28247  -2.46958
H  3.17044  -1.28361  -1.44604
O  2.29147  -0.87081  -1.68089

[4]
ORCA calculation (the ωB97M-V functional and the def2-TZVPD basis) on a cluster of 3 separate species, C4H17N3O2 in total in a non-equilibrium geometry.

Computed properties:
* multiplicity: 1
* SMILES string: NCCNCCN.O.O
* relative energy (zero: lowest compared OMol25 entry of this formula, charge and spin): 56.1 kcal per mole
* HOMO: -0.2989 Ha

Positions of all 26 atoms, in Å:
N  -1.70595  -0.32695  2.02136
C  -1.62106  -1.14496  0.84693
C  -1.17517  -0.37972  -0.34593
N  0.34815  -0.48576  -0.31727
C  0.91973  0.19257  -1.46279
C  1.03393  1.82020  -1.14438
N  -0.21624  2.49398  -0.81590
H  -0.95947  0.26130  2.10688
H  -2.58368  0.24335  2.16436
H  -2.51460  -1.62983  0.66284
H  -0.96392  -2.07489  1.05720
H  -1.74550  -0.80366  -1.19471
H  -1.72596  0.67498  -0.12306
H  0.91407  -0.14797  0.57350
H  1.86912  -0.07659  -1.69697
H  0.31969  0.03165  -2.41512
H  1.78510  1.79670  -0.37057
H  1.49843  2.24987  -2.01798
H  -0.69246  2.42649  0.10763
H  -0.93097  2.33432  -1.58028
O  1.11271  0.63985  2.52797
H  1.66472  1.41791  2.59854
H  1.09969  0.16146  3.34207
O  1.07391  -2.76431  -1.71019
H  0.66171  -2.28369  -2.38639
H  0.88472  -2.28315  -0.95050

[5]
ORCA calculation (the ωB97M-V functional and the def2-TZVPD basis) on a cluster of 4 separate species, C4H17NO3 in total in a non-equilibrium geometry.

Computed properties:
* multiplicity: 1
* SMILES string: CCCCN.O.O.O
* relative energy (zero: lowest compared OMol25 entry of this formula, charge and spin): 14.7 kcal per mole
* HOMO: -0.3713 Ha

Positions of all 25 atoms, in Å:
C  0.49969  -0.20491  1.73489
C  -0.71522  0.53010  1.18525
C  -1.47748  -0.14757  0.04947
C  -0.61489  -0.52309  -1.15220
N  -0.15869  0.64685  -1.90886
H  1.30807  -0.31804  1.01207
H  0.29392  -1.24304  2.00934
H  0.90458  0.32665  2.57414
H  -1.36177  0.61202  2.05639
H  -0.36233  1.54308  0.94804
H  -1.95010  -1.01596  0.51178
H  -2.29413  0.48365  -0.30832
H  -1.27692  -1.13202  -1.76994
H  0.26533  -1.12215  -0.94539
H  -0.86975  1.00006  -2.54393
H  -0.07360  1.44726  -1.28850
O  2.40785  -2.81707  -1.09221
H  2.55105  -1.87170  -1.21052
H  3.03920  -3.15892  -0.45884
O  3.05161  0.15927  -2.09100
H  2.09844  0.31371  -1.95900
H  3.36475  0.60871  -1.29059
O  -3.01045  2.22705  2.28826
H  -3.46326  1.52073  1.80823
H  -2.15589  2.13532  1.84145

[6]
ORCA calculation (the ωB97M-V functional and the def2-TZVPD basis) on a cluster of 5 separate species, C4H17NO6 in total in a non-equilibrium geometry.

Computed properties:
* multiplicity: 1
* SMILES string: O=CCCNCO.O.O.O.O
* relative energy (zero: lowest compared OMol25 entry of this formula, charge and spin): 36.7 kcal per mole
* HOMO: -0.3422 Ha

Positions of all 28 atoms, in Å:
O  -0.54506  0.78527  -1.54069
C  -1.09718  -0.22894  -1.90470
C  -0.45699  -1.61433  -1.77209
C  0.28163  -1.58716  -0.41202
N  -0.64928  -1.91246  0.66059
C  -0.31943  -1.25439  1.90148
O  0.92866  -1.71197  2.42910
H  -2.04293  -0.04544  -2.44876
H  0.30208  -1.79310  -2.53218
H  -1.25855  -2.34638  -1.81810
H  0.66069  -0.58397  -0.23869
H  1.19546  -2.18757  -0.40417
H  -0.63850  -2.89252  0.92601
H  -1.02706  -1.55641  2.67547
H  -0.35591  -0.16771  1.77988
H  1.66429  -1.13284  2.18753
O  3.07254  -0.38240  0.68846
H  3.51395  -0.48191  -0.16130
H  2.89839  0.57131  0.70140
O  -2.84642  1.66511  0.37417
H  -3.26803  0.86524  0.67291
H  -2.54577  1.88669  -0.50263
O  1.94465  2.40754  -1.12169
H  1.39846  2.58059  -1.89277
H  1.22729  2.27648  -0.48138
O  -0.32950  2.93737  0.89034
H  -0.58332  3.36297  0.07656
H  -1.12414  2.54093  1.26727

[7]
ORCA calculation (the ωB97M-V functional and the def2-TZVPD basis) on a cluster of 6 separate species, C4H17O7 in total in a non-equilibrium geometry.

Computed properties:
* multiplicity: 1
* total charge: -1
* relative energy (zero: lowest compared OMol25 entry of this formula, charge and spin): 23.5 kcal per mole
* HOMO: -0.1493 Ha

Positions of all 28 atoms, in Å:
O  -1.02277  0.69909  1.78690
C  -1.14302  0.58576  0.51665
C  -0.11051  0.22204  -0.30214
C  -0.45554  0.00797  -1.76755
C  -0.57390  -1.50394  -1.98044
O  -1.47474  -2.15366  -1.09148
H  -2.16762  0.90390  0.15800
H  -1.16233  -2.02788  -0.19259
H  0.84121  -0.15866  0.04799
H  -1.38938  0.55961  -2.06876
H  0.35365  0.33863  -2.43875
H  -0.97739  -1.79003  -2.97014
H  0.39622  -2.00443  -1.96864
H  0.71695  -1.73081  2.88315
H  0.15586  -0.28004  2.69978
O  0.72899  -0.85751  3.24892
H  -2.98168  -1.70658  -0.68999
H  -3.74550  -0.55759  -0.16089
O  -3.91934  -1.33562  -0.68648
H  1.85395  1.04417  2.08794
H  1.78767  1.98880  0.87089
O  2.35121  1.32497  1.32134
H  -0.16398  2.51931  1.14106
H  0.05097  2.25627  -0.35135
O  0.31168  2.86228  0.37784
H  3.89364  1.03444  -0.41061
H  3.80667  -0.25970  0.41144
O  4.03904  0.01920  -0.47212

[8]
ORCA calculation (the ωB97M-V functional and the def2-TZVPD basis) on a structure of composition C4H18F12Na3O21S4 in a non-equilibrium geometry.

Computed properties:
* multiplicity: 1
* total charge: -1
* HOMO: -0.2094 Ha

Positions of all 62 atoms, in Å:
Na  -2.79903  -4.58588  0.40653
Na  -2.53477  -2.29864  -4.13622
Na  -4.63063  0.68845  -1.65627
C  3.92748  1.21501  -1.48836
F  2.68059  1.71667  -1.58593
F  3.97978  0.10271  -2.29188
F  4.86460  2.07874  -1.84021
S  4.27182  0.54319  0.34153
O  5.40671  -0.41166  0.24282
O  4.58416  1.68589  1.26676
O  2.99273  -0.13232  0.76612
C  -1.59850  0.07692  3.98976
F  -1.18787  -1.15592  3.99376
F  -1.45379  0.53090  2.78307
F  -2.88890  0.01196  4.39821
S  -0.57950  1.11221  5.20706
O  -1.05227  2.54085  5.20215
O  -0.74998  0.43061  6.54518
O  0.79143  0.94576  4.72917
C  -0.90232  2.03608  -4.75382
F  -2.17358  2.39666  -5.11323
F  -0.03347  3.00504  -5.17530
F  -0.89276  1.87656  -3.42495
S  -0.35742  0.30405  -5.52504
O  0.22587  0.58035  -6.84846
O  0.55319  -0.24112  -4.56359
O  -1.67095  -0.34843  -5.69274
C  -0.08642  -0.21118  -0.48840
F  0.42409  -0.20671  0.73649
F  -0.39262  1.01328  -0.72018
F  0.75984  -0.74666  -1.37312
S  -1.78535  -1.28236  -0.63611
O  -2.32383  -0.98685  -1.95564
O  -1.33453  -2.69665  -0.35183
O  -2.66852  -0.75962  0.44882
O  2.23895  -1.98627  -3.80957
H  2.21376  -2.09985  -2.85946
H  1.57193  -1.32383  -3.98984
O  1.39314  2.43344  1.48801
H  1.46367  1.48152  1.41656
H  1.80152  2.64194  2.32823
O  0.90116  -3.47944  1.76863
H  1.47456  -4.15867  2.12372
H  1.36644  -2.66016  1.93755
O  3.07138  -2.62074  -0.51991
H  2.89466  -1.88632  0.06799
H  4.00580  -2.55189  -0.71578
O  -2.75835  -3.13631  2.27149
H  -3.47032  -3.42679  2.84153
H  -2.89805  -2.19439  2.17402
O  -0.33549  4.09082  0.07394
H  0.26283  3.44848  0.45557
H  -0.12440  4.09039  -0.85969
O  -4.75964  -0.50985  2.01319
H  -5.37483  -0.63093  1.28993
H  -3.90543  -0.42406  1.58986
O  2.20091  -0.97204  3.38087
H  2.42969  -0.55200  2.55173
H  1.57766  -0.37175  3.79005
O  -3.16392  2.40460  -0.79150
H  -2.33248  2.26206  -0.33915
H  -3.11045  3.30420  -1.11413